(1)
Entry from OMol25: a 10-piece molecular cluster, C4H24NO12 overall in a non-equilibrium geometry (ωB97M-V/def2-TZVPD).

CARTESIAN COORDINATES (ANGSTROEM)
O1 0.000393 -3.582366 -3.162156
O2 2.218040 -1.443495 -0.428673
O3 -0.719313 3.140249 1.002308
O4 0.736354 1.490810 2.509553
O5 -3.092773 1.977379 -2.616592
O6 1.561825 4.594825 0.070472
O7 -0.188869 -1.402812 -1.475732
O8 0.427249 -3.857577 -0.175569
O9 -1.875917 -0.432896 -2.615213
O10 -0.814491 -0.530513 3.574178
O11 2.377742 -0.582331 2.115556
O12 0.590192 -2.656822 2.592230
N1 0.994660 1.721007 -0.807151
C1 -0.471068 1.646612 -0.870594
C2 -1.062564 2.817149 -0.120641
C3 -1.167846 -0.597391 -1.619413
C4 -1.276165 0.408129 -0.441723
H1 0.710471 -3.286366 1.850499
H2 0.133621 -2.967352 -0.466112
H3 1.855715 0.247075 2.184469
H4 -2.316023 0.783236 -0.471574
H5 2.238575 -2.405958 -0.539506
H6 0.550417 -4.331906 -1.003503
H7 -1.857525 3.381605 -0.616929
H8 1.333342 1.651279 0.155524
H9 1.238664 -1.916758 2.524677
H10 2.447248 -0.948976 1.195482
H11 -2.880654 1.094744 -2.975642
H12 -0.578709 -1.264866 2.964772
H13 1.782021 3.946978 -0.610985
H14 0.251793 -2.786905 -2.652645
H15 0.985560 4.076470 0.654585
H16 1.326444 -1.147726 -0.751826
H17 -0.611411 1.845371 -1.926974
H18 1.410243 0.908344 -1.258996
H19 0.159994 0.859556 2.995036
H20 -1.075552 -0.020751 0.530675
H21 0.108774 2.021372 1.959250
H22 -4.031378 2.005099 -2.391065
H23 -0.466267 -0.945774 4.374668
H24 -0.952811 -3.507747 -3.254720

Cartesian forces, eV/Å:
O 0.459 -0.346 0.000
O 0.228 0.137 -0.253
O -0.410 0.011 -0.412
O -0.745 0.180 0.013
O -0.368 0.574 -0.107
O -0.042 -0.092 0.089
O -0.273 -0.303 -0.334
O 0.149 0.378 0.154
O -0.019 -0.639 -0.087
O 0.150 -0.726 0.120
O 0.289 -0.671 0.284
O -0.213 -0.330 -0.077
N 0.389 -0.640 1.056
C 0.962 0.850 -0.160
C 0.264 -0.015 0.285
C 0.826 0.744 0.809
C -1.320 0.221 -1.447
H 0.018 0.741 0.344
H -0.142 -0.332 0.085
H 0.232 -0.299 -0.648
H 0.198 -0.336 0.269
H -0.247 0.312 0.035
H -0.171 -0.074 -0.177
H -0.218 -0.044 -0.156
H -0.182 -0.013 -0.086
H 0.303 -0.368 -0.395
H -0.367 0.904 0.463
H 0.015 -0.110 0.527
H -0.184 0.170 -0.243
H -0.008 -0.065 -0.010
H -0.534 0.127 -0.252
H 0.266 0.373 -0.096
H 0.322 -0.672 0.146
H -0.913 -0.198 -0.154
H -0.174 0.188 -0.196
H 0.177 0.164 -0.110
H 0.470 0.083 0.156
H 0.664 -0.242 0.491
H 0.295 -0.248 -0.215
H -0.137 0.410 0.228
H -0.011 0.198 0.064

Results
- total energy (Ha) = -1124.60361
- highest occupied orbital energy (eV) = -6.8
- spin multiplicity = 1
- net charge = -1
- energy relative to the best compared isomer or geometry (same formula, charge and spin) (eV) = 0.998

---

(2)
Entry from OMol25: C4H24O10Sr as an isolated structure in a non-equilibrium geometry (ωB97M-V/def2-TZVPD).

CARTESIAN COORDINATES (ANGSTROEM)
Sr1 0.272520 -0.037006 -0.578452
O1 -0.710289 2.349646 -1.038351
O2 1.571163 -0.032559 1.570154
O3 -1.376605 3.471793 2.072963
O4 -1.041438 -2.172413 0.634677
O5 2.225662 2.217452 -0.510637
O6 1.498584 0.599320 -2.889282
O7 2.729499 -1.052792 -1.091259
O8 -1.885752 -0.124340 -1.919621
O9 -1.540183 0.730083 1.268186
O10 0.152080 -2.429071 -1.830961
C1 -1.574053 1.136003 2.610896
C2 0.292532 -3.471784 -0.937885
C3 -0.882923 -3.435860 0.103114
C4 -0.796501 2.362092 2.897932
H1 2.164596 2.832736 0.220069
H2 -1.741612 -3.881958 -0.398629
H3 -2.718725 -0.275193 -1.472806
H4 -2.169769 1.286208 0.803474
H5 3.010350 -1.613888 -1.814120
H6 -2.609576 1.354248 2.871966
H7 -0.255636 -2.848253 -2.592310
H8 -0.505734 -4.143438 0.841465
H9 1.923677 -0.827364 1.970446
H10 -0.809846 2.575421 3.966769
H11 -1.480537 2.706163 -1.480890
H12 -1.713323 -2.188296 1.320195
H13 2.346951 1.016850 -3.038185
H14 3.512735 -0.555911 -0.854847
H15 0.210166 -4.337035 -1.595654
H16 3.115437 1.868673 -0.456968
H17 1.746178 0.656752 2.210823
H18 -0.065450 3.056233 -1.072377
H19 -1.302649 0.349275 3.314819
H20 -1.911873 3.050167 1.396696
H21 1.233631 -3.100552 -0.532153
H22 0.219050 2.212677 2.531286
H23 -2.104734 -0.151259 -2.851054
H24 0.972396 0.847180 -3.649488

Cartesian forces, eV/Å:
Sr 0.562 0.205 -0.440
O -0.052 -0.295 0.203
O -0.258 -0.113 -0.125
O 0.877 -0.962 1.653
O 0.029 1.173 -0.165
O -1.108 -0.234 -0.401
O -0.659 -0.365 0.100
O -0.622 -0.263 0.484
O 0.044 0.056 0.110
O 0.376 -0.617 -0.604
O -1.049 1.789 -2.373
C -1.182 -0.136 1.734
C -0.938 0.940 1.263
C 2.195 -2.473 -1.154
C -0.309 1.326 -1.951
H 0.042 0.474 0.505
H -0.446 0.401 0.178
H -0.454 -0.165 0.285
H -0.092 -0.061 -0.360
H -0.036 -0.257 -0.484
H -0.253 0.003 0.064
H -0.224 0.945 -0.511
H -0.462 -0.167 0.478
H 0.264 -0.551 0.148
H -0.091 0.404 -0.204
H -0.416 0.010 -0.326
H -0.066 0.128 0.130
H 0.512 0.230 0.158
H 0.551 0.376 0.359
H 0.819 -0.891 1.194
H 0.824 -0.284 0.009
H 0.168 0.512 0.242
H 0.561 0.377 0.053
H 0.380 -0.390 -0.488
H 0.072 0.250 -0.105
H 0.441 -1.789 0.983
H 0.243 0.212 0.275
H 0.026 0.033 -0.508
H -0.268 0.171 -0.410

Results
- total energy (Ha) = -949.69532
- highest occupied orbital energy (alpha / beta) (eV) = -5.5 / -13.4
- spin multiplicity = 2
- <S²> = 0.75
- net charge = +1
- energy relative to the best compared isomer or geometry (same formula, charge and spin) (eV) = 0.345

---

(3)
Entry from OMol25: a 8-piece molecular cluster, C4H25N2O7S overall in a non-equilibrium geometry (ωB97M-V/def2-TZVPD).

CARTESIAN COORDINATES (ANGSTROEM)
S1 1.425313 1.681136 -1.146520
O1 -1.683512 3.762836 -0.769319
O2 -0.232976 2.372722 2.120271
O3 -0.932351 0.963128 4.133221
O4 -0.073979 -1.278587 -2.703808
O5 0.542394 -3.917407 -0.998885
O6 -0.859923 1.797957 -2.776727
O7 0.911281 -3.161831 2.530058
N1 0.896418 -1.174634 0.056151
N2 -2.725505 -0.096336 -0.573429
C1 -0.464392 -0.430526 0.375262
C2 2.015006 -0.426198 0.606081
C3 2.593182 0.655810 -0.272575
C4 -1.650259 -1.128594 -0.230276
H1 -2.059260 -1.861956 0.498465
H2 -1.567294 3.371745 -1.712143
H3 2.741348 -1.338543 0.865805
H4 0.582550 -1.418889 -3.353510
H5 -0.078627 1.079928 3.643364
H6 -1.279655 1.855107 3.841843
H7 0.469273 -2.990213 -0.826513
H8 1.650427 -0.163033 1.577387
H9 -0.120282 -0.391721 -2.493521
H10 -2.355787 0.232471 -1.483721
H11 -0.342280 0.709998 -0.183201
H12 0.021532 2.057455 1.264790
H13 -0.517286 -0.147152 1.384682
H14 -2.941065 0.629217 0.056908
H15 1.182408 -2.911781 1.738648
H16 0.188348 -3.966336 -1.842166
H17 3.299083 0.291259 -1.031530
H18 -0.604392 1.266739 -1.991071
H19 3.412446 1.075189 0.331320
H20 0.016117 -2.718244 2.671365
H21 -0.993940 3.273531 -0.328439
H22 -0.084857 2.234464 -3.258765
H23 1.025838 -1.146359 -0.986306
H24 0.048042 3.147381 2.532459
H25 -1.453384 -1.789731 -1.265657

Cartesian forces, eV/Å:
S 0.400 0.973 0.234
O -0.154 -0.629 -2.545
O -2.001 -2.156 0.791
O 0.607 1.789 -0.547
O -0.969 -3.496 -0.127
O 0.960 -0.911 1.825
O -0.330 0.821 -1.609
O -3.781 -1.034 6.452
N -2.490 1.062 -0.789
N 1.333 -2.879 -2.593
C 3.021 1.704 -4.571
C 0.937 -3.595 0.296
C 1.924 -0.495 0.327
C -1.675 -0.895 -0.862
H 0.063 0.344 -0.435
H -0.395 0.803 2.112
H -0.438 2.294 -0.571
H 1.087 0.215 -1.071
H -0.917 -0.697 0.553
H -0.052 -1.713 0.551
H 0.190 1.234 0.909
H 0.214 1.043 0.717
H 0.278 3.156 0.331
H -1.044 0.540 0.988
H -0.419 -3.148 1.448
H 1.175 0.766 -1.121
H -0.195 -0.388 1.659
H 0.440 0.861 0.894
H 1.735 1.970 -6.027
H -1.092 -0.524 -2.635
H -0.597 -0.922 -0.233
H 0.957 1.143 -0.610
H -0.644 1.114 0.396
H 1.984 -0.893 -0.466
H 0.551 -0.187 0.486
H -1.145 -1.492 1.799
H -0.542 0.096 1.354
H 1.397 1.996 -0.397
H -0.373 2.129 3.087

Results
- total energy (Ha) = -1201.71229
- highest occupied orbital energy (eV) = -4.2
- spin multiplicity = 1
- net charge = -1
- energy relative to the best compared isomer or geometry (same formula, charge and spin) (eV) = 3.700

---

(4)
Entry from OMol25: a 9-piece molecular cluster, C4H25NO8 overall in a non-equilibrium geometry (ωB97M-V/def2-TZVPD).

CARTESIAN COORDINATES (ANGSTROEM)
O1 4.238916 1.712252 0.942575
O2 -3.072086 -1.965283 1.846394
O3 -2.695639 1.032617 2.412226
O4 0.143931 -3.846413 0.652284
O5 0.352067 -2.637440 3.079708
O6 0.759122 3.750961 -2.113383
O7 1.063976 2.454477 1.027386
O8 -1.780086 3.071845 -1.042171
N1 -1.149846 -0.896304 -0.615158
C1 0.161861 -0.113350 -0.296226
C2 0.516983 -1.342221 -2.415668
C3 1.186586 -0.346149 -1.473534
C4 -0.905702 -1.579032 -1.941537
H1 0.433197 -1.001558 -3.481036
H2 4.207287 1.120143 1.726031
H3 0.507851 -0.436224 0.681341
H4 1.139973 3.915277 -1.424446
H5 1.002182 -3.243625 3.449771
H6 -1.298587 -2.616781 -1.815621
H7 -1.958640 -0.212186 -0.759016
H8 -1.211194 3.347437 -1.726469
H9 1.758137 2.587218 0.462441
H10 -2.720127 -1.450435 1.016342
H11 2.094762 -0.756101 -1.187503
H12 -2.213647 0.768578 3.126170
H13 -1.576927 -1.073771 -2.549837
H14 1.104372 3.563580 -2.884220
H15 -0.621822 -4.022599 0.954270
H16 -2.541727 -1.663317 2.563942
H17 1.201145 2.974805 1.796076
H18 1.047651 -2.285238 -2.433103
H19 1.360610 0.662263 -1.946825
H20 -2.520430 3.520258 -0.657702
H21 -0.336312 -2.927279 3.535563
H22 4.572754 1.340480 0.139121
H23 -2.220648 0.780576 1.594755
H24 -0.252863 0.966552 -0.197101
H25 0.222917 -3.154010 -0.045842

Cartesian forces, eV/Å:
O -0.694 0.860 1.491
O 0.135 0.695 -3.092
O -1.952 1.178 -3.728
O 9.845 1.898 -4.468
O 4.790 1.619 -2.032
O -11.173 -1.512 -6.370
O -3.133 -1.078 1.215
O -0.492 -2.785 1.861
N 0.739 1.158 -0.308
C -2.544 1.142 -0.341
C -0.596 -0.237 -1.172
C -2.601 2.113 -0.238
C -1.112 -0.479 2.249
H 0.427 -0.173 0.915
H 0.281 0.170 -1.478
H 0.232 -0.055 -0.037
H 7.497 2.719 11.464
H 0.683 0.177 -0.497
H 0.886 0.442 -0.478
H 1.908 -0.997 0.133
H 0.459 1.623 -1.014
H 3.001 0.424 -1.921
H -0.596 -1.592 2.327
H 1.758 -0.446 0.973
H 2.265 -1.156 2.836
H -1.200 0.496 -1.823
H 3.600 -1.223 -5.232
H -8.821 -1.093 2.813
H 0.615 0.507 0.659
H 0.345 0.739 0.922
H 0.320 -0.173 -0.025
H -0.040 -1.106 0.267
H 0.027 1.058 -0.712
H -5.513 -1.566 2.922
H 0.364 -0.990 -0.091
H -0.173 0.232 0.918
H 1.512 -1.625 -0.210
H -1.051 -0.964 1.305

Results
- total energy (Ha) = -823.89252
- highest occupied orbital energy (eV) = -8.7
- spin multiplicity = 1
- energy relative to the best compared isomer or geometry (same formula, charge and spin) (eV) = 5.824

---

(5)
Entry from OMol25: a 9-piece molecular cluster, C4H26N2O9S overall in a non-equilibrium geometry (ωB97M-V/def2-TZVPD).

CARTESIAN COORDINATES (ANGSTROEM)
S1 -1.215130 2.517396 -1.723552
O1 -0.445446 -2.588205 -0.604448
O2 -2.687900 0.346289 2.115318
O3 0.341615 1.107808 2.987973
O4 -1.386138 3.107240 1.285165
O5 3.432267 -1.897496 1.178476
O6 3.621597 1.290731 1.507331
O7 -2.986371 -2.021790 0.434584
O8 -1.821584 -1.331279 -2.467173
O9 0.909783 -0.906858 -3.685414
N1 0.748296 -1.271446 0.899589
N2 1.716922 1.562741 -1.419639
C1 1.335964 -0.345300 -0.079623
C2 -0.622454 0.845012 -1.449749
C3 0.667290 0.932138 -0.609379
C4 -0.188981 -2.222102 0.516016
H1 -0.453986 0.389329 -2.461850
H2 0.461907 1.444395 0.396091
H3 2.514548 1.841225 -0.856321
H4 0.583317 -0.875989 1.818144
H5 -3.096821 -0.320686 2.693963
H6 -1.295484 0.296060 -0.813301
H7 -0.702266 -2.439006 1.454402
H8 0.120697 -0.669272 -3.139761
H9 -3.438302 -2.821705 0.734415
H10 -2.035546 -1.912264 -3.203290
H11 3.368216 0.483611 2.001568
H12 2.674936 -2.422655 0.886130
H13 0.214430 1.945786 2.506107
H14 1.432222 2.324044 -2.008980
H15 -2.080912 3.010863 0.595262
H16 -1.937712 3.271690 2.063438
H17 1.526520 -0.966007 -0.929017
H18 -1.435641 -1.859095 -1.752262
H19 1.513374 -1.142098 -2.969390
H20 2.306142 0.006787 0.279889
H21 -0.602515 1.081792 3.266694
H22 -2.070371 2.169926 -2.667262
H23 -2.954393 -2.212832 -0.513195
H24 3.628027 -1.346391 0.414103
H25 -2.618746 -0.213058 1.315747
H26 2.958611 1.810676 2.003217

Cartesian forces, eV/Å:
S -0.087 0.447 0.091
O 0.404 -0.626 -0.236
O -0.154 -1.055 -0.006
O -1.361 0.871 0.077
O -1.075 0.174 0.035
O 0.315 -0.255 -0.014
O -1.361 -0.349 1.455
O -0.641 -0.626 -0.270
O -0.941 0.037 -0.449
O -0.697 0.033 0.856
N -1.375 0.569 -1.319
N 0.385 -0.587 0.679
C 0.418 -0.872 -0.731
C 1.476 -0.255 0.447
C 0.117 1.066 1.141
C 1.014 2.556 1.810
H -0.406 0.943 1.807
H -0.270 0.138 -1.531
H -0.142 0.020 -0.093
H 0.084 -0.072 0.070
H 0.062 0.563 0.085
H -0.656 -0.296 -0.326
H -0.521 -1.207 -0.197
H 0.752 -0.831 -1.165
H 0.017 0.221 0.447
H 0.132 -0.208 0.136
H 0.937 -0.415 -0.633
H 0.148 0.156 0.228
H 0.658 -0.167 -0.335
H -0.380 0.169 0.042
H 0.940 -0.086 0.192
H 0.281 -0.027 0.065
H 0.375 -0.463 -0.714
H 0.427 -0.312 -0.299
H 0.320 0.032 -0.360
H -0.469 -0.152 0.063
H 0.653 -0.840 0.020
H -0.387 -0.007 -0.409
H 0.216 0.539 -0.118
H 0.234 -0.102 0.012
H 0.059 0.513 0.097
H 0.502 0.763 -0.649

Results
- total energy (Ha) = -1352.82882
- highest occupied orbital energy (eV) = -9.0
- spin multiplicity = 1
- energy relative to the best compared isomer or geometry (same formula, charge and spin) (eV) = 2.312

---

(6)
Entry from OMol25: a 9-piece molecular cluster, C4H26NO9 overall in a non-equilibrium geometry (ωB97M-V/def2-TZVPD).

CARTESIAN COORDINATES (ANGSTROEM)
O1 2.127067 2.406147 1.511532
O2 3.041492 -0.402382 -0.104331
O3 -0.509015 2.091364 2.228193
O4 -2.746960 1.869210 -1.428532
O5 0.766380 -1.428307 -1.879624
O6 1.510806 2.227210 -1.033039
O7 -2.550546 1.311676 1.035921
O8 2.224061 -2.846173 0.475567
O9 -0.211557 1.005833 -2.460185
N1 -0.502199 -0.002042 0.140377
C1 -1.221838 -1.018434 1.080620
C2 -0.756255 -2.506279 0.663118
C3 0.259031 -2.482945 -1.535182
C4 -1.065439 -2.639447 -0.782999
H1 1.283881 2.155348 1.857945
H2 0.158257 0.702519 -3.337326
H3 -2.925887 2.770617 -1.730519
H4 -1.230028 1.654129 2.757210
H5 0.844092 -3.401643 -1.830578
H6 -0.729308 0.855253 0.576132
H7 -0.725251 -0.902970 2.097898
H8 4.045441 -0.032548 -0.298596
H9 -1.781256 -1.971708 -1.249367
H10 0.539806 -0.266700 0.046877
H11 -1.513767 -3.618760 -0.923252
H12 -2.291068 -0.882893 1.238375
H13 2.584632 0.413095 -0.081620
H14 -1.445141 -3.259435 1.249276
H15 1.678373 2.324948 -0.055080
H16 -3.322139 0.851878 1.328021
H17 0.299223 -2.569093 0.934880
H18 -1.910573 1.728146 -1.801628
H19 -0.899758 2.911606 1.741145
H20 0.578537 1.339251 -2.023821
H21 2.670022 -2.085875 0.892081
H22 -1.031054 -0.062149 -0.882902
H23 -2.799406 1.628863 0.141752
H24 2.844937 2.511890 2.273186
H25 1.729888 3.165367 -1.229655
H26 2.982518 -3.544568 0.398132

Cartesian forces, eV/Å:
O 3.574 0.604 1.591
O 4.852 0.476 -0.651
O -0.720 1.633 -0.307
O -2.047 1.192 0.306
O -0.983 -0.909 0.749
O 0.773 1.843 1.309
O -0.571 0.591 0.065
O 2.511 -2.100 0.350
O -0.230 -0.431 -2.285
N -1.711 -3.604 -2.109
C 3.160 -1.984 1.614
C -3.119 1.703 2.466
C 1.181 -0.381 -1.592
C 1.085 -1.171 -1.762
H -1.054 -0.215 1.388
H -0.992 0.243 1.368
H -0.448 -0.113 0.115
H 0.888 1.096 -1.088
H -0.752 0.302 0.506
H 0.212 1.696 0.491
H -0.734 0.399 -1.127
H -3.801 -1.626 0.725
H -0.233 0.570 0.383
H -2.166 0.621 -0.160
H 0.381 -0.271 -0.521
H 0.444 0.090 -0.888
H -0.777 1.622 -0.019
H 1.691 1.528 -0.753
H 0.114 -0.599 -0.540
H -0.912 -0.338 0.457
H -0.380 -0.591 -0.181
H 2.546 -0.836 -1.268
H 0.575 -2.372 1.670
H 0.278 0.377 0.506
H -0.101 -0.201 -0.515
H 2.485 0.399 2.838
H 0.087 0.139 -0.212
H -2.676 -0.429 -2.455
H -0.256 -0.828 -0.686
H -2.175 1.875 0.220

Results
- total energy (Ha) = -899.61952
- highest occupied orbital energy (eV) = -12.5
- spin multiplicity = 1
- net charge = +1
- energy relative to the best compared isomer or geometry (same formula, charge and spin) (eV) = 3.687

---

> Among the records above, which one has the lowest total energy?

C4H26N2O9S